{
  "formula": "C3H9NO",
  "method": "ωB97M-V/def2-TZVPD",
  "smiles": "COCCN",
  "spin_multiplicity": 1,
  "e_above_lowest_ev": 1.488,
  "max_force_ev_per_a": 1.8,
  "e_homo_ev": -9.2,
  "energy_ev": -6793.5679,
  "symbols": ["C", "C", "C", "H", "H", "H", "H", "H", "H", "H", "H", "H", "N", "O"],
  "positions_angstrom": [[2.28149, -0.32928, -0.00104], [0.06223, 0.38778, 0.17559], [-1.34944, 0.34536, -0.38332], [2.90671, -1.07424, -0.48568], [2.32667, -0.39885, 1.13174], [2.68918, 0.67333, -0.28747], [0.52239, 1.39769, 0.05743], [0.03833, 0.25714, 1.24309], [-1.79104, 1.38326, -0.15306], [-1.24444, 0.23498, -1.45158], [-2.40200, -0.67754, 1.06079], [-2.90659, -0.89685, -0.53784], [-2.09880, -0.77564, 0.08269], [0.96532, -0.52714, -0.45136]],
  "forces_ev_per_a": [[0.120, 0.575, 0.840], [1.012, 0.853, -0.648], [0.773, 1.630, 0.273], [0.009, -0.156, 0.222], [0.154, -0.105, -1.150], [-0.408, -0.469, 0.161], [-0.548, -0.259, -0.187], [0.008, -0.517, 0.804], [0.338, -1.285, -0.367], [-0.098, 0.234, -0.472], [0.048, -0.048, -0.787], [0.287, -0.127, 0.755], [-1.014, -0.516, 0.314], [-0.682, 0.190, 0.243]]
}